No. 1
2 unconnected molecules or ions with the total composition C23H29F2O2Si in a non-equilibrium geometry. Source: OMol25; level of theory: ωB97M-V/def2-TZVPD.

Structure (XYZ):
```
57
Properties=species:S:1:pos:R:3:mulliken_charge:R:1
C -2.688 -4.272 -2.493 -0.99
Si -2.976 -2.864 -1.302 0.33
C -3.181 -1.253 -2.217 -0.93
C -4.387 -3.318 -0.184 -1.01
O -1.658 -2.714 -0.278 -0.49
C -0.725 -1.732 -0.064 1.01
C -0.787 -0.872 1.006 -1.08
C 0.380 -1.633 -0.961 -0.72
C 0.572 -2.458 -2.042 -0.26
O 1.347 -2.047 -3.040 -0.34
C 1.360 -2.779 -4.273 -0.73
H -3.557 -4.342 -3.166 0.37
H -1.789 -4.135 -3.110 0.27
H -2.596 -5.227 -1.953 0.29
H -4.065 -1.325 -2.867 0.43
H -3.328 -0.413 -1.523 0.25
H -2.309 -1.028 -2.848 0.28
H -5.333 -3.338 -0.743 0.34
H -4.220 -4.317 0.249 0.29
H -4.484 -2.603 0.645 0.28
H 0.204 -0.531 1.322 0.58
H -1.684 -0.846 1.629 0.31
H 1.067 -0.807 -0.772 0.25
H 0.143 -3.469 -2.104 0.61
H 2.292 -2.498 -4.760 0.25
H 1.324 -3.862 -4.109 0.35
H 0.514 -2.481 -4.901 0.28
C 3.371 1.791 6.354 -1.43
C 2.457 1.834 5.188 0.78
C 2.883 2.355 3.967 0.17
F 4.155 2.873 3.903 -0.32
C 2.091 2.409 2.839 -0.66
C 0.813 1.768 2.854 0.88
C 0.004 1.587 1.695 -1.00
C 0.329 2.049 0.384 1.10
C 1.657 2.057 -0.145 -0.90
C 1.867 2.500 -1.436 0.20
F 3.158 2.565 -1.907 -0.36
C 0.842 2.914 -2.283 0.90
C 1.156 3.362 -3.662 -1.46
C -0.469 2.869 -1.784 -0.79
C -0.718 2.451 -0.491 -0.84
C 0.343 1.306 4.120 -0.94
C 1.145 1.335 5.244 -0.55
H 2.804 1.496 7.240 0.37
H 4.176 1.056 6.224 0.32
H 3.837 2.765 6.532 0.35
H 2.446 2.910 1.942 0.93
H -1.006 1.209 1.858 0.68
H 2.489 1.691 0.454 0.77
H 0.222 3.526 -4.210 0.40
H 1.725 4.303 -3.660 0.33
H 1.741 2.616 -4.217 0.31
H -1.290 3.223 -2.415 0.37
H -1.739 2.436 -0.108 0.42
H -0.673 0.914 4.180 0.40
H 0.751 0.996 6.202 0.34
```

Calculated values
max |F|: 0.0366 Eh/bohr
net charge: +1
energy above the lowest of the compared OMol25 structures with the same formula, charge and spin: 62.2 kJ/mol



No. 2
A molecular structure, C23H29FN6O3PdS2 in a non-equilibrium geometry. Source: OMol25; level of theory: ωB97M-V/def2-TZVPD.

Structure (XYZ):
```
65
Properties=species:S:1:pos:R:3:mulliken_charge:R:1
Pd -0.273 0.430 -3.747 0.37
C 4.457 0.956 2.220 -1.02
C 3.922 -0.437 1.948 -1.01
N 2.729 -0.422 1.087 0.18
C 2.890 -0.594 -0.237 -0.23
C 1.890 -0.556 -1.168 0.16
C 2.332 -0.757 -2.611 0.28
O 3.326 -1.421 -2.805 -0.61
O 1.677 -0.107 -3.521 -0.85
C 0.552 -0.393 -0.724 1.20
O -0.452 -0.478 -1.477 -1.21
C 0.374 -0.172 0.709 0.48
C -0.909 0.051 1.220 -0.62
C -1.091 0.260 2.554 0.41
F -2.348 0.426 3.014 -0.34
C -0.016 0.285 3.463 -1.40
C 1.254 0.072 2.957 -0.47
C 1.463 -0.178 1.591 -0.01
N -0.176 0.535 4.846 0.25
C 0.445 -0.368 5.804 -0.70
C 1.104 0.474 6.901 -0.73
N 0.326 1.764 7.018 -0.15
C -1.145 1.514 6.845 -0.75
C -1.399 1.122 5.382 -0.71
H 5.325 0.902 2.876 0.38
H 3.710 1.595 2.690 0.32
H 4.768 1.435 1.292 0.35
H 3.672 -0.973 2.865 0.45
H 4.664 -1.046 1.436 0.47
H 3.900 -0.791 -0.575 0.53
H -1.757 0.039 0.550 0.60
H 2.095 0.137 3.630 0.72
H 1.196 -0.988 5.322 0.50
H -0.297 -1.049 6.237 0.32
H 2.130 0.750 6.663 0.42
H 1.079 -0.009 7.876 0.38
H 0.634 2.393 6.273 0.38
H 0.520 2.222 7.909 0.35
H -1.685 2.415 7.126 0.39
H -1.399 0.722 7.546 0.36
H -1.655 2.005 4.798 0.51
H -2.258 0.446 5.362 0.41
C -3.480 3.081 -7.394 -1.04
N -3.266 2.578 -6.045 -0.16
C -2.078 2.353 -5.512 0.66
N -0.977 2.549 -6.225 -0.27
S -2.007 1.848 -3.851 -0.30
H -4.545 3.220 -7.546 0.35
H -3.113 2.371 -8.136 0.35
H -2.987 4.046 -7.525 0.36
H -4.059 2.339 -5.469 0.24
H -0.999 2.813 -7.197 0.21
H -0.077 2.398 -5.787 0.19
S -1.140 -0.711 -5.434 -0.26
C -1.343 -2.267 -4.733 1.10
N -1.163 -2.496 -3.420 0.50
C -1.310 -3.715 -2.847 0.02
C -1.664 -4.794 -3.596 -0.83
C -1.866 -4.601 -4.974 -0.05
C -1.709 -3.362 -5.536 -0.98
H -0.896 -1.712 -2.803 -0.07
H -1.126 -3.747 -1.784 0.43
H -1.777 -5.761 -3.133 0.41
H -2.142 -5.437 -5.601 0.41
H -1.851 -3.206 -6.596 0.41
```

Calculated values
max |F|: 0.0242 Eh/bohr
net charge: +2
energy above the lowest of the compared OMol25 structures with the same formula, charge and spin: 19.6 kJ/mol



No. 3
2 unconnected molecules or ions with the total composition C23H29N2O in a non-equilibrium geometry. Source: OMol25; level of theory: ωB97M-V/def2-TZVPD.

Structure (XYZ):
```
55
Properties=species:S:1:pos:R:3:mulliken_charge:R:1
C 2.757 -1.572 1.094 -2.05
C 2.301 -0.189 0.872 0.29
N 3.156 0.857 1.025 0.20
C 4.551 0.756 1.378 -0.90
C 2.519 2.056 0.734 0.27
C 1.181 1.765 0.374 0.32
C 0.364 2.865 0.081 -0.14
C 0.862 4.168 0.299 -0.86
C 2.191 4.416 0.674 -0.78
C 3.040 3.329 0.902 -0.99
C 1.039 0.299 0.449 1.57
C -0.149 -0.457 0.309 -0.41
C -1.415 0.208 0.630 0.78
C -1.468 1.141 1.698 -0.35
C -2.615 1.864 1.984 -0.95
C -3.777 1.666 1.223 1.12
C -5.030 2.443 1.448 -1.43
C -3.769 0.684 0.236 -1.36
C -2.627 -0.048 -0.057 -0.20
H 1.898 -2.226 1.270 0.33
H 3.326 -1.984 0.242 0.41
H 3.430 -1.592 1.963 0.55
H 4.928 1.764 1.508 0.32
H 4.681 0.221 2.322 0.34
H 5.140 0.259 0.598 0.30
H -0.625 2.704 -0.359 0.50
H 0.188 5.019 0.189 0.39
H 2.557 5.431 0.812 0.42
H 4.055 3.465 1.269 0.24
H -0.081 -1.542 0.517 0.33
H -0.567 1.308 2.298 0.49
H -2.601 2.607 2.780 0.44
H -5.781 2.061 0.755 0.35
H -5.406 2.321 2.467 0.34
H -4.883 3.509 1.248 0.32
H -4.696 0.526 -0.317 0.28
H -2.676 -0.812 -0.830 0.22
O -2.045 -2.777 0.295 -0.42
C -1.729 -3.516 -0.868 -0.94
C -1.065 -2.653 -1.955 0.14
C -0.129 -3.571 -2.759 -0.79
C 1.162 -2.799 -3.019 -0.61
C 1.124 -1.552 -2.104 0.17
N -0.261 -1.431 -1.551 -0.41
H -2.645 -3.295 0.857 0.31
H -1.083 -4.365 -0.572 0.46
H -2.667 -3.914 -1.309 0.32
H -1.907 -2.271 -2.580 0.37
H 0.093 -4.470 -2.176 0.30
H -0.627 -3.911 -3.677 0.37
H 2.045 -3.402 -2.782 0.38
H 1.266 -2.521 -4.084 0.24
H 1.808 -1.636 -1.232 -0.41
H 1.393 -0.650 -2.684 0.31
H -0.728 -0.555 -1.883 0.54
```

Calculated values
max |F|: 0.0512 Eh/bohr
net charge: +1
energy above the lowest of the compared OMol25 structures with the same formula, charge and spin: 3.4 kJ/mol



No. 4
A molecular structure, C23H29N3O2S in a non-equilibrium geometry. Source: OMol25; level of theory: ωB97M-V/def2-TZVPD.

Structure (XYZ):
```
58
Properties=species:S:1:pos:R:3:mulliken_charge:R:1
C -0.893 5.842 4.661 -1.31
H -0.683 6.717 5.123 0.49
C -0.369 4.497 5.406 -0.77
C -0.479 3.363 4.626 -0.21
N 0.513 3.551 3.403 0.38
C 1.701 3.118 3.802 -0.90
C 1.769 1.649 3.927 -0.71
N 1.514 0.835 2.707 0.04
C 2.325 0.198 1.898 0.35
O 3.427 0.158 1.985 -0.49
C 1.597 -0.641 0.826 0.47
C 0.721 -1.479 0.986 -0.07
C 0.171 -1.985 -0.337 0.69
C 0.546 -1.955 -1.468 0.24
C 1.726 -0.930 -1.691 -1.04
C 1.990 -0.190 -0.523 -0.91
H 2.836 0.591 -0.818 0.21
H 1.907 -0.702 -2.645 0.66
S -0.002 -2.893 -2.967 -0.27
C -0.675 -1.424 -3.884 0.75
C -0.912 -0.174 -3.394 -0.21
C -1.545 0.788 -4.098 -1.09
C -1.452 0.548 -5.581 1.14
C -1.131 -0.586 -6.055 -0.34
C -0.305 -1.746 -5.284 -0.98
H -0.217 -2.591 -5.793 0.50
H -0.968 -0.566 -7.324 0.14
C -1.803 1.581 -6.534 -1.38
H -2.336 2.657 -5.941 0.23
H -1.072 2.110 -7.202 0.28
H -2.549 1.278 -7.223 0.38
H -1.622 1.785 -3.851 0.39
H -1.053 -0.097 -2.355 0.40
N -0.925 -2.952 -0.128 -0.13
C -1.716 -3.288 1.005 0.75
O -1.637 -3.022 2.144 -0.57
C -2.570 -4.460 0.660 -1.60
H -2.497 -5.362 0.444 0.58
H -3.327 -4.669 1.643 0.26
H -3.474 -4.172 0.088 0.37
H -1.345 -3.511 -1.036 0.27
H 0.013 -1.649 2.047 0.22
C -0.007 1.275 2.511 -0.18
H -0.351 0.893 1.489 0.40
C -0.027 2.718 2.464 -1.48
H -1.175 2.987 2.020 0.34
H 0.412 3.136 1.385 0.31
H -0.679 0.882 3.081 0.28
H 3.087 1.136 3.949 0.36
H 1.377 1.101 4.911 0.12
H 2.138 3.426 4.700 0.28
H 2.409 3.340 2.950 0.40
H -0.211 2.358 5.194 0.13
H -1.638 3.313 4.264 0.35
H -1.138 4.570 6.283 0.29
H 0.447 4.682 5.879 0.58
H -0.139 5.983 3.766 0.25
H -1.892 5.819 4.496 0.37
```

Calculated values
max |F|: 0.3136 Eh/bohr
energy above the lowest of the compared OMol25 structures with the same formula, charge and spin: 1909.1 kJ/mol